1.
{
  "formula": "C25H24Cl2N",
  "method": "ωB97M-V/def2-TZVPD",
  "de_lowest_kj_mol": 114.59,
  "total_charge": 1,
  "multiplicity": 1,
  "symbols": ["H", "C", "C", "C", "H", "N", "H", "H", "C", "H", "C", "C", "H", "C", "C", "C", "H", "H", "Cl", "H", "H", "C", "C", "H", "C", "C", "C", "C", "C", "C", "C", "H", "H", "C", "H", "H", "C", "C", "H", "H", "C", "H", "H", "H", "H", "C", "H", "H", "H", "Cl", "C", "C"],
  "xyz": [[4.7529, 1.5407, -1.1126], [-2.3982, -4.0758, 1.0387], [-2.5724, 2.7184, 0.2621], [0.2953, -1.4999, 0.9511], [-0.9744, 0.0330, -4.8055], [-0.8418, 1.0291, 0.0071], [-2.6901, -4.0044, -0.0096], [1.8602, 3.1216, -2.1039], [-1.5258, 3.2384, -0.7309], [-0.2751, -2.5902, 3.2778], [1.9877, 0.2783, 0.4430], [0.0990, 1.8785, -2.1382], [0.4961, -0.5244, -0.9552], [-2.9815, -5.0204, 1.8731], [4.0821, 1.2464, -0.3061], [-0.3368, 0.6899, -4.2098], [0.8903, -1.6983, 1.8569], [-0.1855, 0.8921, 0.8187], [6.0606, 1.9372, 1.3822], [-3.7239, -5.7118, 1.4937], [-3.5600, 2.6845, -0.1914], [4.4901, 1.3636, 1.0325], [3.6391, 0.9633, 2.0839], [-1.2901, -4.3119, 4.7586], [-2.1420, 1.3209, 0.6885], [-2.5682, -5.1080, 3.2128], [2.8461, 0.6817, -0.5915], [0.6967, -0.3856, 0.1213], [0.8787, 1.1714, -4.7335], [-0.8195, -2.2244, 0.6419], [-0.7164, 1.0464, -2.9107], [-2.8872, 0.5613, 0.4165], [-1.9593, 3.3330, -1.7366], [1.2627, 2.4314, -2.6978], [-1.2823, -2.0602, -0.3366], [3.9972, 0.9807, 3.1068], [1.6736, 2.0490, -3.9792], [-0.3681, 2.2151, -0.7233], [-1.6416, 0.6593, -2.4765], [-2.6466, 3.3885, 1.1212], [-1.0222, -3.2809, 2.8833], [2.5286, 0.5273, -1.6228], [0.4942, 2.6271, -0.1744], [1.6467, 0.2704, 2.5879], [-1.9881, 1.2650, 1.7803], [-1.4064, -3.2009, 1.5248], [2.6166, 2.4318, -4.3822], [-1.1341, 4.2221, -0.4473], [1.1970, 0.8851, -5.7464], [-3.3075, -6.2516, 4.2529], [2.3549, 0.4953, 1.7819], [-1.6013, -4.2290, 3.7224]],
  "forces_ev_per_a": [[-0.2, 0.0, 0.3], [0.1, 0.1, 0.3], [-0.1, 0.4, 0.1], [-0.4, 0.8, 0.1], [0.2, 0.2, 0.2], [0.9, 0.4, 1.9], [0.0, -0.1, 0.3], [0.0, -0.1, -0.1], [0.1, 0.1, -0.2], [-0.3, -0.3, 0.0], [-1.1, 0.5, 0.1], [-0.2, 0.1, -0.2], [0.1, 0.4, 0.7], [0.4, 0.0, 0.2], [0.0, -0.2, 0.2], [0.4, 0.2, 0.1], [-0.6, 0.2, -0.5], [-1.2, 1.2, -0.7], [0.1, 0.1, 0.1], [0.0, 0.1, 0.1], [0.0, 0.0, 0.0], [-0.8, -0.6, -0.1], [-0.3, 0.0, -0.6], [-0.1, 0.0, -0.1], [-0.3, -0.9, 0.5], [0.1, 0.7, -0.5], [0.0, -0.1, 0.0], [1.9, -2.7, -1.6], [-0.1, 0.1, 0.0], [0.7, 0.1, 0.1], [0.4, -0.2, -0.3], [0.2, 0.2, 0.0], [0.3, -0.1, 0.3], [-0.4, -0.5, 0.1], [0.0, 0.0, 0.3], [-0.1, 0.3, -0.1], [-0.3, -0.1, 0.0], [0.9, 0.6, -0.7], [0.2, 0.1, -0.2], [0.0, -0.2, 0.0], [-0.3, -0.4, -0.1], [0.2, 0.1, 0.3], [-0.2, 0.0, -0.2], [0.4, 0.0, -0.2], [-0.2, 0.0, -0.4], [-0.2, -0.4, 0.3], [-0.4, -0.1, 0.1], [-0.2, -0.2, -0.1], [-0.2, 0.1, 0.6], [0.0, -0.1, 0.0], [0.7, 0.0, 0.1], [0.2, 0.1, -0.4]]
}

---

2.
{
  "formula": "C25H24ClF5N5OSe2Ti",
  "method": "ωB97M-V/def2-TZVPD",
  "de_lowest_kj_mol": 13.87,
  "total_charge": 1,
  "multiplicity": 3,
  "symbols": ["Cl", "H", "N", "F", "C", "C", "H", "C", "Se", "H", "H", "C", "H", "C", "H", "N", "F", "H", "C", "H", "C", "C", "N", "C", "C", "H", "H", "H", "H", "C", "C", "H", "C", "F", "Ti", "H", "C", "N", "H", "H", "C", "C", "C", "H", "C", "C", "C", "N", "H", "C", "H", "C", "F", "O", "H", "H", "C", "F", "C", "C", "H", "Se", "H", "H"],
  "xyz": [[-1.1445, 0.8418, 6.5466], [-1.6244, 5.5382, 0.5643], [0.4342, -0.0462, 3.0418], [1.4566, -2.6432, -0.3567], [2.3476, -1.7982, -0.9020], [-1.8377, -4.7914, 1.5226], [-1.7605, -0.1701, -5.0434], [2.1639, -0.3156, 4.6716], [-3.4049, -1.4735, -0.3748], [3.1946, -0.5675, 4.8761], [0.9359, 0.5512, -3.5123], [-2.5953, -3.9383, 0.7516], [-0.1476, -4.8985, 2.8771], [-2.2082, 3.5174, 0.9510], [-2.1389, 2.3018, -4.7602], [-0.4464, 1.9198, 0.9499], [4.9208, -1.8872, -3.4296], [0.3775, -0.1627, -1.6592], [0.4418, 2.8836, 0.6733], [-2.1032, -5.8381, 1.5957], [-0.7526, -4.2822, 2.2286], [-0.3983, 0.3119, 4.0294], [-0.5591, -0.1858, -1.2608], [0.0560, 4.1984, 0.5337], [3.3116, 0.3575, -1.1053], [-3.4745, -4.2890, 0.2300], [0.5567, 2.2697, -3.2837], [-0.9405, -1.1170, -3.8209], [0.3643, -2.5198, 2.6296], [1.7021, -0.3496, 3.3723], [-1.2912, 4.5142, 0.6744], [1.4689, 2.5661, 0.5558], [4.1055, -1.4350, -2.4867], [5.0360, 0.7127, -2.6562], [-0.2304, -0.1617, 0.9774], [-0.9954, -1.0442, -1.6078], [0.2204, 1.3448, -3.7546], [-1.1642, -2.1082, 1.2909], [-2.1904, 0.8789, -1.5064], [0.2597, 1.4687, -4.8374], [-2.1455, 2.1363, -3.6826], [1.3008, 0.0486, 5.6912], [-1.1987, 1.0011, -3.3141], [2.3551, -0.6100, 2.5521], [4.1631, -0.1108, -2.0913], [0.0011, 0.3684, 5.3527], [-0.4700, -2.9486, 2.0920], [-1.2296, 0.9586, -1.8307], [-3.1728, 1.9044, -3.3888], [3.1869, -2.2810, -1.8903], [-2.6260, -0.6241, -3.5738], [2.3950, -0.4765, -0.4803], [3.1080, -3.5519, -2.2662], [1.5703, -0.0072, 0.4716], [-3.2630, 3.7243, 1.0638], [0.7957, 4.9549, 0.3149], [-2.2480, -2.5894, 0.6503], [3.3919, 1.6430, -0.7502], [-1.6575, -0.3046, -3.9661], [-1.7439, 2.2164, 1.0868], [-1.8436, 3.0595, -3.1860], [-2.8246, 0.6920, 1.4839], [1.6241, 0.0882, 6.7228], [-1.4146, 0.5552, 3.7522]],
  "forces_ev_per_a": [[0.0, 0.0, 0.0], [0.0, 0.0, 0.0], [0.2, 0.0, 0.8], [-0.1, 0.1, 0.2], [0.1, -0.3, -0.2], [0.0, 0.0, 0.0], [0.0, 0.0, 0.0], [0.0, 0.0, 0.0], [0.2, -0.1, 0.0], [0.0, 0.0, 0.0], [0.0, 0.0, 0.0], [0.0, 0.0, 0.0], [0.0, 0.0, 0.0], [0.0, 0.0, 0.0], [0.0, 0.0, 0.0], [0.0, 0.5, -0.1], [0.0, 0.0, 0.0], [0.0, 0.0, 0.1], [0.0, -0.1, 0.0], [0.0, 0.0, 0.0], [-0.1, 0.0, 0.0], [0.0, 0.0, -0.1], [-0.1, 0.1, -0.2], [0.0, 0.0, 0.0], [0.3, 0.1, -0.2], [0.0, 0.0, 0.0], [0.0, 0.0, 0.0], [0.0, 0.0, 0.0], [0.0, 0.0, 0.0], [0.0, 0.1, -0.1], [0.0, 0.1, 0.0], [0.0, 0.0, 0.0], [0.0, -0.1, 0.0], [0.0, 0.0, 0.0], [-0.6, -0.1, -0.6], [0.0, 0.0, 0.1], [0.1, 0.0, 0.0], [0.0, -0.2, 0.0], [0.0, 0.0, -0.1], [0.0, 0.0, 0.0], [0.0, 0.0, 0.0], [0.1, 0.0, 0.1], [0.0, 0.0, 0.1], [0.0, 0.0, 0.0], [0.0, 0.1, 0.0], [-0.1, 0.0, 0.0], [0.1, 0.0, -0.2], [0.1, -0.1, 0.2], [0.0, 0.0, 0.0], [0.0, 0.0, 0.0], [0.0, 0.0, 0.0], [-0.5, 0.3, 0.4], [0.0, 0.0, 0.0], [0.5, -0.5, -0.2], [0.0, 0.0, 0.0], [0.0, 0.0, 0.0], [-0.1, 0.1, 0.0], [-0.1, 0.0, 0.1], [0.0, -0.1, 0.0], [-0.1, 0.1, 0.0], [0.0, 0.0, 0.0], [0.2, 0.1, 0.0], [0.0, 0.0, 0.0], [0.0, 0.0, 0.0]]
}

---

3.
{
  "formula": "C25H24N2O5",
  "method": "ωB97M-V/def2-TZVPD",
  "de_lowest_kj_mol": 101.69,
  "smiles": "CCCc1nc2ccccc2c(C(=O)OCC(=O)c2ccc3c(c2)NC(=O)CO3)c1CC",
  "total_charge": 0,
  "multiplicity": 1,
  "symbols": ["C", "C", "C", "H", "C", "C", "N", "H", "C", "C", "C", "H", "C", "H", "C", "H", "C", "H", "H", "H", "H", "C", "H", "O", "H", "C", "N", "H", "C", "C", "C", "H", "O", "O", "H", "C", "H", "C", "H", "C", "H", "H", "C", "C", "H", "H", "O", "O", "H", "C", "C", "C", "H", "C", "H", "H"],
  "xyz": [[2.4936, 1.7902, 0.2295], [-1.9964, -1.9053, -0.5155], [4.8130, -0.3503, 1.3492], [4.3029, -0.9298, 2.1158], [-0.2101, -3.5625, -0.8603], [1.5476, -1.8161, 0.9432], [1.3987, 2.4169, 0.5644], [1.4631, -4.2908, 0.2674], [-0.6254, 0.0358, -1.9461], [1.5974, -0.3272, 0.9151], [2.6535, 0.3837, 0.3814], [5.7715, -0.8193, 1.1397], [1.2968, -3.6055, -0.5715], [-0.6408, -1.3175, 2.2115], [3.4154, 2.6028, -1.9455], [3.3821, 3.6771, -0.0836], [-0.7718, -2.2149, -1.1044], [2.0435, 3.2081, -3.5010], [-4.2368, 1.8163, -1.9396], [-0.1117, 0.8048, -2.4997], [-2.6896, 2.4173, 2.4195], [-1.8216, 0.3612, -1.3173], [4.5420, 2.3396, -0.1114], [-5.1716, 1.3031, 0.6861], [-4.1006, -0.9406, 0.6947], [3.9623, -0.2892, 0.0769], [-3.6862, -0.2700, 0.0603], [4.9931, 0.6485, 1.7417], [-4.2289, 0.9704, 0.0078], [-1.7543, 0.4831, 2.3819], [-0.6725, -0.2611, 1.9963], [1.8319, -3.9725, -1.4508], [-2.2594, 1.6403, -1.3827], [-0.8746, -4.5682, -0.8248], [4.2983, 3.0696, -2.3880], [0.4242, 0.3505, 1.3565], [-3.6521, 2.9196, -0.6748], [2.1647, 3.3263, -2.4264], [4.5036, 0.2510, -0.6980], [-1.8129, 1.8608, 2.1226], [3.3845, 1.5624, -2.2784], [-2.5783, 0.0099, 2.8956], [3.5428, 2.6507, -0.4143], [-2.5136, -0.6261, -0.6043], [3.7881, -1.3018, -0.2824], [1.2825, 2.9341, -1.9263], [1.8120, -2.3182, -0.2857], [1.2129, -2.5027, 1.8715], [2.2323, 4.3879, -2.2021], [-3.6083, 1.8896, -1.0367], [0.3779, 1.7525, 1.1299], [-0.1006, -1.2355, -1.8368], [-2.5180, -2.6651, 0.0470], [-0.7660, 2.4858, 1.5068], [0.8257, -1.4681, -2.3364], [-0.7718, 3.5447, 1.3024]],
  "forces_ev_per_a": [[0.0, 0.2, 0.1], [0.2, 0.1, -0.2], [0.0, 0.0, -0.2], [0.0, 0.0, 0.1], [0.2, 0.1, 0.0], [0.0, -0.3, 0.1], [0.2, 0.5, -0.1], [-0.1, 0.1, -0.2], [-0.3, 0.1, 0.0], [0.1, 0.5, -0.1], [-0.4, -0.5, 0.1], [0.1, 0.0, 0.0], [0.0, -0.7, 0.2], [0.0, 0.0, 0.0], [0.0, 0.2, 0.1], [0.0, 0.0, 0.1], [-0.5, 0.3, -0.1], [-0.1, 0.0, -0.1], [0.1, 0.0, 0.2], [0.1, 0.1, -0.1], [-0.1, 0.1, 0.0], [0.1, -0.5, 0.0], [0.1, 0.0, 0.0], [-0.2, 0.2, 0.0], [0.0, 0.2, 0.0], [0.1, 0.0, 0.1], [-0.1, -0.4, 0.1], [0.0, 0.1, 0.1], [0.2, 0.0, -0.1], [0.2, -0.3, 0.0], [-0.3, -0.1, 0.2], [0.0, 0.0, 0.1], [0.2, -0.1, 0.1], [0.1, 0.0, 0.0], [0.0, -0.1, 0.0], [0.2, 0.4, -0.1], [-0.1, -0.2, 0.0], [0.1, -0.2, -0.1], [0.0, 0.0, -0.1], [0.1, 0.3, -0.1], [0.1, 0.0, 0.0], [-0.1, -0.1, 0.0], [0.1, -0.1, -0.2], [0.2, 0.2, -0.3], [0.1, 0.1, -0.1], [-0.1, 0.0, 0.0], [0.3, 0.1, 0.0], [0.1, 0.1, -0.1], [-0.1, 0.1, 0.0], [-0.4, 0.3, -0.1], [-0.2, -0.7, 0.2], [-0.2, -0.1, 0.0], [-0.1, -0.1, 0.1], [-0.2, -0.1, 0.1], [0.1, 0.0, 0.0], [0.0, 0.1, 0.0]]
}